1.
Molecular formula: C2H2O3Tm
Method: DFT, wB97M-V/def2-TZVPD

For the LUMO energy (spin up / spin down), the calculation gives -0.1941 / -0.1899 Ha. For the HOMO energy (spin up / spin down), the calculation gives -12.415 / -12.454 eV. Its expectation value of S² is 2.013. Its total charge is +1. The multiplicity is 3.

Structure (XYZ):
```
8
Properties=species:S:1:pos:R:3:forces:R:3:nbo_charge:R:1
C 0.950 -0.885 -0.884 -0.73 -0.61 1.25 -0.53
Tm 0.879 0.789 -2.385 -0.81 1.01 0.09 1.74
H 0.907 -1.980 -0.867 0.33 0.25 0.31 0.17
O -0.800 1.164 -0.566 0.18 -0.77 -0.59 -0.78
C -0.568 0.420 0.404 0.17 3.04 0.43 1.02
O 0.345 -0.475 0.417 0.89 -2.29 -0.63 -0.52
O -1.088 0.726 1.593 0.07 -0.36 -0.95 -0.62
H -0.625 0.240 2.288 -0.10 -0.26 0.09 0.51
```
Forces are in eV/Å.

***

2.
Molecular formula: C2H2O4
Method: DFT, wB97M-V/def2-TZVPD

The SMILES is O=C=O.O=CO. For the LUMO energy, the calculation gives 0.0209 Ha. For the HOMO energy, the calculation gives -10.981 eV. For the energy above the lowest of the compared OMol25 structures with the same formula, charge and spin, the calculation gives 50.9 kJ/mol.

Structure (XYZ):
```
8
Properties=species:S:1:pos:R:3:forces:R:3:nbo_charge:R:1
C 1.173 -1.550 0.149 -1.78 0.13 -0.42 1.04
C -0.281 0.972 -0.259 0.81 -1.10 2.92 0.65
O 0.187 -1.496 -0.437 -1.23 -0.68 -1.40 -0.55
O 0.249 0.832 0.830 -0.10 0.75 -1.05 -0.63
O 2.095 -1.596 0.792 3.16 -0.28 1.72 -0.48
O -1.557 1.135 -0.408 -3.47 -0.26 2.24 -0.66
H 0.175 0.753 -1.189 0.82 0.55 -1.18 0.13
H -2.041 0.951 0.523 1.78 0.88 -2.83 0.51
```
Forces are in eV/Å.

***

3.
Molecular formula: C2H2O4
Method: DFT, wB97M-V/def2-TZVPD

The SMILES is O=C=O.O=CO. For the LUMO energy, the calculation gives 0.0198 Ha. For the HOMO energy, the calculation gives -11.098 eV. For the energy above the lowest of the compared OMol25 structures with the same formula, charge and spin, the calculation gives 0.0 kJ/mol.

Structure (XYZ):
```
8
Properties=species:S:1:pos:R:3:forces:R:3:nbo_charge:R:1
C 1.893 -0.292 0.007 -0.13 0.14 0.00 1.03
C -1.108 0.243 -0.422 -0.21 0.25 -0.57 0.65
O 2.449 0.395 0.732 0.91 0.92 1.03 -0.50
O -0.534 1.291 -0.457 0.14 0.27 0.03 -0.60
O 1.308 -0.972 -0.705 -0.54 -1.19 -1.07 -0.53
O -1.418 -0.420 0.678 -0.25 -0.56 0.79 -0.68
H -1.470 -0.307 -1.302 0.07 0.06 0.07 0.12
H -1.120 0.061 1.469 0.01 0.10 -0.28 0.49
```
Forces are in eV/Å.

***

4.
Molecular formula: C2H2O4P
Method: DFT, wB97M-V/def2-TZVPD

For the LUMO energy (spin up / spin down), the calculation gives 0.0928 / 0.0909 Ha. For the HOMO energy (spin up / spin down), the calculation gives -5.134 / -5.232 eV. Its total charge is -1. For the energy above the lowest of the compared OMol25 structures with the same formula, charge and spin, the calculation gives 389.0 kJ/mol.

Structure (XYZ):
```
9
Properties=species:S:1:pos:R:3:forces:R:3:nbo_charge:R:1
C 1.587 0.087 -0.076 -0.50 0.02 -1.35 0.64
C 0.562 -0.925 -0.641 1.94 2.11 -0.40 -0.36
O 2.754 -0.131 0.204 -0.74 0.34 0.39 -0.65
O -1.983 -1.586 -0.132 -1.07 -1.64 0.14 -1.13
O 0.930 1.230 -0.284 1.38 -2.27 0.02 -0.72
O -1.003 0.398 1.134 -1.26 -1.04 0.52 -1.02
P -1.061 -0.467 -0.236 -0.61 0.66 2.10 1.89
H -0.195 0.892 1.047 0.85 1.02 0.01 0.50
H -1.591 0.501 -1.016 0.02 0.79 -1.44 -0.15
```
Forces are in eV/Å.

***

5.
Molecular formula: C2H2O5
Method: DFT, wB97M-V/def2-TZVPD

The SMILES is O=C(O)C(=O)OO. For the LUMO energy, the calculation gives 0.0022 Ha. For the HOMO energy, the calculation gives -10.735 eV. For the energy above the lowest of the compared OMol25 structures with the same formula, charge and spin, the calculation gives 414.7 kJ/mol.

Structure (XYZ):
```
9
Properties=species:S:1:pos:R:3:forces:R:3:nbo_charge:R:1
C 0.381 -1.072 -0.053 -2.48 1.19 3.47 0.72
C -0.906 -0.211 -0.025 -0.51 -1.05 -4.04 0.69
O -0.723 1.068 -0.491 -0.18 0.62 0.58 -0.25
O 0.675 1.389 -0.585 -0.04 -0.34 0.19 -0.45
O 0.493 -0.610 1.400 1.61 -1.67 -0.41 -0.76
O 0.727 -2.102 -0.482 0.61 0.82 0.14 -0.43
O -2.013 -0.644 0.097 0.97 0.55 0.61 -0.51
H 0.718 1.853 -1.436 -0.22 -0.15 0.03 0.49
H 0.647 0.329 1.575 0.24 0.03 -0.57 0.50
```
Forces are in eV/Å.

***

6.
Molecular formula: C2H2O6Si
Method: DFT, wB97M-V/def2-TZVPD

The SMILES is O=C([O-])[Si](O)(O)C(=O)[O-]. For the LUMO energy, the calculation gives 0.2478 Ha. For the HOMO energy, the calculation gives 0.117 eV. Its total charge is -2. For the energy above the lowest of the compared OMol25 structures with the same formula, charge and spin, the calculation gives 0.0 kJ/mol.

Structure (XYZ):
```
11
Properties=species:S:1:pos:R:3:forces:R:3:nbo_charge:R:1
C 1.822 0.530 -0.113 -0.04 2.72 -2.36 0.38
C -1.764 0.662 0.153 0.86 -0.47 -0.19 0.48
O 2.375 0.356 0.992 1.21 0.27 0.25 -0.80
O -2.645 0.125 -0.597 0.58 0.38 0.24 -0.85
O 2.171 1.288 -1.120 -0.08 -1.70 2.15 -0.82
O -1.926 1.538 1.028 -0.10 -0.16 -0.22 -0.79
O -0.286 -1.175 -1.412 -1.57 0.28 -1.38 -1.15
O 0.369 -1.293 1.141 0.08 -0.47 1.93 -1.14
Si 0.108 -0.237 -0.092 -2.39 -0.04 -0.57 1.66
H -1.212 -0.924 -1.774 1.96 -0.34 1.44 0.52
H 0.987 -0.870 1.796 -0.51 -0.48 -1.29 0.51
```
Forces are in eV/Å.

***

7.
Molecular formula: C2H2OS2
Method: DFT, wB97M-V/def2-TZVPD

The SMILES is OC(=S)C=S. For the LUMO energy, the calculation gives -0.0622 Ha. For the HOMO energy, the calculation gives -8.983 eV. For the energy above the lowest of the compared OMol25 structures with the same formula, charge and spin, the calculation gives 202.5 kJ/mol.

Structure (XYZ):
```
7
Properties=species:S:1:pos:R:3:forces:R:3:nbo_charge:R:1
C 0.036 -0.479 0.488 6.14 1.69 -0.20 0.21
C -0.078 0.924 -0.285 0.49 0.45 3.59 -0.42
H -1.643 -1.051 -0.012 2.89 -2.17 0.32 0.49
H 0.545 1.902 0.134 -1.17 -3.23 -1.02 0.27
O -0.687 -1.548 0.268 -4.08 3.45 -0.59 -0.61
S 1.657 -0.554 1.117 -3.06 -0.26 -0.64 -0.07
S -1.229 1.107 -1.335 -1.20 0.08 -1.46 0.12
```
Forces are in eV/Å.

***

8.
Molecular formula: C2H2OS2
Method: DFT, wB97M-V/def2-TZVPD

For the LUMO energy, the calculation gives -0.0029 Ha. For the HOMO energy, the calculation gives -7.846 eV. For the energy above the lowest of the compared OMol25 structures with the same formula, charge and spin, the calculation gives 271.4 kJ/mol.

Structure (XYZ):
```
7
Properties=species:S:1:pos:R:3:forces:R:3:nbo_charge:R:1
C -0.683 -1.493 -0.287 2.21 1.91 1.28 0.49
C 0.196 0.697 -0.184 -1.33 -2.39 -0.63 -0.52
O -0.126 -2.370 0.254 -0.65 0.55 -0.56 -0.45
S 0.003 1.617 -1.466 0.00 0.01 0.06 0.05
S 0.881 0.867 1.341 0.08 -0.22 0.34 0.16
H -1.575 -1.461 -0.910 -0.34 0.06 -0.41 0.16
H 1.304 2.143 1.252 0.04 0.08 -0.09 0.12
```
Forces are in eV/Å.

***

9.
Molecular formula: C2H2S2
Method: DFT, wB97M-V/def2-TZVPD

For the LUMO energy (spin up / spin down), the calculation gives -0.0739 / -0.0739 Ha. For the HOMO energy (spin up / spin down), the calculation gives -7.636 / -7.636 eV. For the energy above the lowest of the compared OMol25 structures with the same formula, charge and spin, the calculation gives 253.6 kJ/mol.

Structure (XYZ):
```
6
Properties=species:S:1:pos:R:3:forces:R:3:nbo_charge:R:1
C 0.794 -0.571 -0.038 2.03 2.42 1.52 0.09
C -0.509 -0.030 0.000 0.76 -0.40 -1.83 -0.75
S 2.322 -0.471 0.019 -1.03 -0.87 -0.34 0.43
S -0.626 1.761 0.035 0.81 0.79 -0.46 -0.36
H -0.894 -0.532 -0.852 -1.44 -0.29 -1.13 0.26
H -1.087 -0.156 0.836 -1.13 -1.65 2.24 0.32
```
Forces are in eV/Å.

***

10.
Molecular formula: C2H35O15S
Method: DFT, wB97M-V/def2-TZVPD

For the LUMO energy, the calculation gives 0.0912 Ha. For the HOMO energy, the calculation gives -4.436 eV. Its total charge is -1. For the energy above the lowest of the compared OMol25 structures with the same formula, charge and spin, the calculation gives 178.9 kJ/mol.

Structure (XYZ):
```
53
Properties=species:S:1:pos:R:3:forces:R:3:nbo_charge:R:1
C 1.765 0.905 2.538 1.00 1.40 1.25 -0.62
C 0.767 2.143 2.698 1.79 -0.68 0.92 -0.54
S -0.738 1.872 1.774 -0.59 0.10 -0.11 -0.70
H 2.325 0.838 1.613 0.00 0.50 -0.56 0.18
H 1.279 -0.050 2.580 -0.61 -0.30 0.23 0.20
H 2.551 0.929 3.361 -0.79 -0.02 -0.79 0.18
H 1.263 3.120 2.364 -0.43 -1.30 0.60 0.18
H 0.634 2.193 3.847 -0.19 0.26 -1.77 0.18
H 3.159 0.485 -1.309 0.70 -0.78 0.05 0.49
H 2.162 1.475 -1.370 -1.33 4.03 0.98 0.49
O 2.309 0.654 -1.714 0.97 -3.35 -0.82 -0.98
H -2.758 0.641 -1.682 -0.08 -1.56 0.97 0.50
H -3.281 0.252 -3.181 0.14 -0.61 0.51 0.49
O -2.928 0.899 -2.576 -0.14 2.24 -1.70 -1.00
H 4.253 -1.700 -0.841 -0.20 -0.95 -0.10 0.49
H 3.915 -0.989 0.553 0.68 -0.08 -2.35 0.50
O 4.243 -0.863 -0.402 -0.34 0.96 2.58 -0.97
H 1.254 -4.216 1.672 1.49 3.10 -0.96 0.48
H 1.046 -2.751 1.919 -1.87 2.05 1.58 0.50
O 1.655 -3.260 1.453 0.40 -5.21 -0.20 -0.97
H -3.807 -1.241 0.355 -0.20 -1.48 1.33 0.48
H -4.407 -1.106 1.714 -0.50 0.46 1.09 0.48
O -4.108 -1.800 1.143 0.54 0.02 -2.43 -0.99
H -1.021 -2.038 3.216 0.88 0.42 0.25 0.49
H -0.084 -0.870 3.716 -0.33 -1.10 -0.37 0.49
O -0.127 -1.848 3.583 -0.66 0.58 -0.13 -0.98
H -1.434 2.975 -1.369 0.12 0.10 0.49 0.48
H -0.167 2.804 -0.482 -0.73 0.17 -0.09 0.50
O -0.556 3.346 -1.207 0.23 0.17 0.13 -0.99
H -0.191 -2.126 -1.980 -0.02 -0.46 0.55 0.48
H 0.287 -1.132 -2.928 -0.43 0.35 -0.26 0.49
O -0.544 -1.381 -2.460 -0.80 -0.30 -0.05 -1.03
H -1.471 -0.711 -0.703 -0.59 -0.07 -0.45 0.52
H -1.670 0.467 0.148 -0.21 0.00 0.60 0.51
O -2.220 -0.227 -0.282 1.23 0.28 -0.03 -1.03
H -3.408 0.686 2.816 1.98 0.31 1.49 0.48
H -3.643 0.411 1.365 0.28 0.54 0.25 0.48
O -4.085 0.659 2.189 -2.00 -0.08 -1.63 -0.95
H -1.210 1.528 -3.053 0.45 -0.10 -0.91 0.49
H -0.423 2.787 -3.000 0.64 -0.58 -0.38 0.49
O -0.431 1.946 -3.507 -1.07 0.46 0.83 -1.00
H 1.601 -2.526 -0.220 3.65 -5.03 8.14 0.47
H 1.774 -1.271 -1.103 0.89 1.43 0.16 0.50
O 1.345 -2.066 -0.869 -4.34 3.58 -8.17 -0.98
H 2.059 4.006 -1.022 0.94 -2.03 0.59 0.50
H 2.321 2.903 0.057 -0.65 -0.19 1.84 0.48
O 2.577 3.161 -0.803 -0.39 2.48 -2.02 -0.96
H -2.536 -3.634 1.024 -3.97 0.60 0.77 0.48
H -1.475 -3.061 0.167 0.37 1.89 -1.82 0.47
O -1.661 -3.677 0.820 3.67 -2.38 1.18 -0.95
H 1.989 0.159 -3.437 0.60 -0.74 -0.28 0.49
H 0.680 0.491 -3.370 -1.75 1.21 -0.15 0.50
O 1.168 -0.189 -3.816 1.58 -0.30 -0.86 -0.97
```
Forces are in eV/Å.

***

Max |F|
In order: 3.1, 4.1, 1.7, 2.9, 4.4, 3.6, 6.4, 3.2, 3.5, 10.2
Unit: eV/Å